1.
Molecular formula: C5H13NOS
Method: DFT, ωB97M-V/def2-TZVPD

Values from the calculation:
**Energy above the lowest of the compared OMol25 structures with the same formula, charge and spin**: 116.6 kJ/mol
**Frontier orbital gap**: 0.3370 Eh
**HOMO level**: -8.40 eV
**SMILES**: OCCNCCCS

Bonds (Å) are listed after each position.
Positions of all 21 atoms, in Å:
1 O -0.281 1.526 2.464  C2 1.412, H9 0.972
2 C -0.943 1.877 1.267  O1 1.412, C3 1.532, H10 1.091, H11 1.094
3 C -1.845 0.689 0.915  C2 1.532, N4 1.428, H12 1.092, H13 1.092
4 N -1.168 -0.560 0.759  C3 1.428, C5 1.464, H14 1.006
5 C -0.597 -0.901 -0.545  N4 1.464, C6 1.534, H15 1.101, H16 1.081
6 C 0.816 -0.372 -0.823  C5 1.534, C7 1.522, H17 1.085, H18 1.086
7 C 1.881 -1.439 -1.032  C6 1.522, S8 1.842, H19 1.073, H20 1.081
8 S 1.860 -2.099 -2.752  C7 1.842, H21 1.335
9 H 0.356 2.186 2.786  O1 0.972
10 H -0.247 2.029 0.441  C2 1.091
11 H -1.561 2.769 1.405  C2 1.094
12 H -2.398 0.917 0.002  C3 1.092
13 H -2.560 0.610 1.736  C3 1.092
14 H -0.494 -0.755 1.480  N4 1.006
15 H -0.605 -2.001 -0.574  C5 1.101
16 H -1.291 -0.624 -1.326  C5 1.081
17 H 1.080 0.313 -0.025  C6 1.085
18 H 0.847 0.280 -1.691  C6 1.086
19 H 1.749 -2.300 -0.406  C7 1.073
20 H 2.877 -1.080 -0.814  C7 1.081
21 H 2.526 -1.063 -3.267  S8 1.335

2.
Molecular formula: C5H13NOS
Method: DFT, ωB97M-V/def2-TZVPD

Values from the calculation:
**Energy above the lowest of the compared OMol25 structures with the same formula, charge and spin**: 708.8 kJ/mol
**Frontier orbital gap**: 0.1773 Eh
**HOMO level**: -8.21 eV

Bonds (Å) are listed after each position.
Positions of all 21 atoms, in Å:
1 C -2.771 0.583 0.405  N2 1.483, H9 1.097, H10 1.092, H11 1.095
2 N -1.312 0.753 0.609  C1 1.483, C3 1.384
3 C -0.645 0.428 -0.559  N2 1.384, C4 1.441, C5 1.588, H13 1.100
4 C 0.679 -0.126 -0.440  C3 1.441, C5 1.597, H14 1.083, H15 1.075
5 C -0.481 -1.106 -0.935  C3 1.588, C4 1.597, H16 1.088, H17 1.069
6 S 1.655 -2.727 -1.563  H18 1.336
7 C 0.444 3.029 2.107  O8 1.401, H19 1.095, H20 1.103, H21 1.101
8 O 0.612 1.655 1.889  C7 1.401, H12 1.058
9 H -3.135 -0.296 0.950  C1 1.097
10 H -3.042 0.483 -0.648  C1 1.092
11 H -3.297 1.459 0.798  C1 1.095
12 H -0.209 1.171 1.431  O8 1.058
13 H -0.829 1.106 -1.406  C3 1.100
14 H 1.060 -0.465 0.516  C4 1.083
15 H 1.463 0.296 -1.043  C4 1.075
16 H -0.385 -1.425 -1.971  C5 1.088
17 H -0.924 -1.797 -0.252  C5 1.069
18 H 1.565 -2.180 -2.779  S6 1.336
19 H 1.449 3.435 2.254  C7 1.095
20 H -0.099 3.206 3.051  C7 1.103
21 H -0.080 3.584 1.313  C7 1.101

3.
Molecular formula: C5H13NOSi
Method: DFT, ωB97M-V/def2-TZVPD

Values from the calculation:
**Energy above the lowest of the compared OMol25 structures with the same formula, charge and spin**: 326.5 kJ/mol
**Frontier orbital gap**: 0.3818 Eh
**HOMO level**: -9.58 eV
**SMILES**: CC(C)=NO[SiH](C)C

Bonds (Å) are listed after each position.
Positions of all 21 atoms, in Å:
1 C 0.734 -3.269 -0.807  C2 1.540, H9 1.109, H10 1.200, H11 1.051
2 C -0.166 -2.100 -0.368  C1 1.540, C3 1.488, N4 1.232
3 C -1.614 -2.430 -0.278  C2 1.488, H12 1.092, H13 1.104, H14 1.075
4 N 0.503 -1.101 -0.097  C2 1.232, O5 1.712
5 O -0.433 0.236 0.421  N4 1.712, Si6 1.649
6 Si -0.142 1.860 0.453  O5 1.649, C7 1.883, C8 1.981, H15 1.434
7 C -0.869 2.697 -1.069  Si6 1.883, H16 1.112, H17 1.122, H18 1.053
8 C 1.731 2.504 0.475  Si6 1.981, H19 1.095, H20 1.106, H21 1.085
9 H 0.659 -3.945 0.069  C1 1.109
10 H 1.879 -2.909 -0.823  C1 1.200
11 H 0.507 -3.720 -1.729  C1 1.051
12 H -1.720 -2.958 0.671  C3 1.092
13 H -1.957 -3.009 -1.154  C3 1.104
14 H -2.066 -1.482 -0.050  C3 1.075
15 H -0.886 2.218 1.625  Si6 1.434
16 H -0.294 3.644 -1.156  C7 1.112
17 H -0.882 2.109 -2.024  C7 1.122
18 H -1.867 3.023 -0.997  C7 1.053
19 H 2.351 1.925 -0.219  C8 1.095
20 H 1.813 3.607 0.464  C8 1.106
21 H 2.062 2.281 1.484  C8 1.085

> Which of these has the lowest frontier orbital gap?

number 2